1.
Molecular formula: C43H124N22O17
Method: DFT, the ωB97M-V functional and the def2-TZVPD basis

The lowest unoccupied orbital energy comes out at 0.09 eV. The value obtained for the orbital gap is 8.0288 eV. As for the net charge: 0. The calculation puts the max |F| at 7.2 eV/Å. The value obtained for the HOMO energy is -7.937 eV.

Geometry as XYZ:
```
206
Properties=species:S:1:pos:R:3:mulliken_charge:R:1
C 2.271 2.349 -5.693 -1.338
C 1.608 3.652 -6.023 0.922
C 0.901 4.298 -4.849 -0.729
O -0.413 3.754 -4.617 -0.132
C -1.384 4.426 -3.845 -0.679
N 2.698 4.485 -6.498 -0.850
H 2.962 2.463 -4.857 0.287
H 2.736 1.929 -6.585 0.471
H 1.485 1.625 -5.478 0.114
H 0.962 3.504 -6.889 0.156
H 0.747 5.368 -4.991 0.415
H 1.474 4.244 -3.924 0.081
H -0.923 4.542 -2.864 0.287
H -2.288 3.817 -3.853 0.021
H -1.578 5.452 -4.159 0.466
H 3.347 4.537 -5.726 0.301
H 3.251 4.009 -7.197 0.293
C 3.357 4.266 1.816 -0.817
C 3.782 4.133 0.350 0.430
C 4.345 2.754 0.145 0.594
O 4.803 2.559 -1.163 -0.474
C 5.088 1.278 -1.703 -0.235
N 2.617 4.253 -0.538 -0.703
H 2.677 5.110 1.933 0.424
H 4.203 4.446 2.480 0.466
H 2.804 3.404 2.189 -0.355
H 4.546 4.870 0.106 0.356
H 3.573 2.002 0.307 -0.820
H 5.189 2.457 0.766 0.410
H 4.144 0.735 -1.742 -0.149
H 5.758 0.736 -1.035 0.333
H 5.588 1.340 -2.669 0.241
H 2.844 3.633 -1.303 0.196
H 1.919 3.627 -0.163 0.174
C -1.444 2.062 1.867 -0.782
C -0.670 2.990 0.914 1.911
C -0.451 4.408 1.491 -1.196
O -1.642 5.059 1.796 -0.505
C -2.120 5.622 0.633 -0.451
N 0.566 2.402 0.608 2.457
H -2.462 2.299 2.175 0.781
H -0.968 1.965 2.843 -0.398
H -1.510 1.044 1.483 0.031
H -1.289 3.118 0.026 -0.686
H 0.162 4.958 0.777 0.507
H 0.026 4.292 2.464 0.128
H -1.371 6.380 0.404 0.352
H -3.038 6.124 0.939 0.234
H -2.308 4.936 -0.192 0.056
H 0.970 2.035 1.458 -1.204
H 0.269 1.569 0.119 -0.595
C -5.617 -1.749 -1.978 -1.241
C -4.770 -2.477 -3.071 0.119
C -5.176 -2.097 -4.524 -0.648
O -4.542 -2.982 -5.432 -0.312
C -5.068 -3.039 -6.785 -0.452
N -3.349 -2.188 -2.865 -0.476
H -6.687 -1.945 -2.038 0.463
H -5.460 -0.670 -2.004 0.069
H -5.424 -2.051 -0.948 0.402
H -4.841 -3.553 -2.911 0.470
H -5.012 -1.058 -4.812 0.195
H -6.256 -2.245 -4.549 0.452
H -4.557 -3.877 -7.259 0.283
H -4.935 -2.069 -7.264 -0.021
H -6.138 -3.244 -6.834 0.342
H -3.128 -1.220 -2.681 -0.262
H -2.876 -2.314 -3.748 0.370
C 6.260 0.737 3.555 -1.556
C 4.940 0.871 4.408 1.586
C 5.157 0.951 5.962 -0.490
O 5.763 -0.229 6.492 -0.310
C 5.569 -0.262 7.954 -0.673
N 4.225 2.144 4.100 -0.431
H 6.152 1.019 2.507 0.275
H 6.612 -0.294 3.572 0.377
H 7.116 1.366 3.799 0.360
H 4.292 0.078 4.035 -0.508
H 4.152 1.027 6.376 0.191
H 5.796 1.788 6.245 0.327
H 6.136 -1.174 8.144 0.269
H 4.499 -0.322 8.155 0.205
H 6.070 0.562 8.461 0.295
H 3.536 2.448 4.773 0.280
H 3.663 1.909 3.294 -0.348
C -3.333 0.113 -10.769 -1.398
C -4.205 -0.398 -9.628 0.234
C -4.013 0.582 -8.443 -0.780
O -2.727 0.199 -7.970 -0.358
C -2.303 1.253 -7.028 -0.743
N -5.632 -0.220 -10.039 -0.680
H -3.611 1.140 -11.007 0.308
H -3.539 -0.478 -11.662 0.432
H -2.266 0.088 -10.544 0.297
H -3.949 -1.411 -9.317 0.370
H -4.772 0.305 -7.712 0.359
H -4.182 1.601 -8.790 0.477
H -2.993 1.454 -6.208 0.253
H -2.107 2.134 -7.639 0.392
H -1.363 1.047 -6.515 0.206
H -5.737 -0.864 -10.810 0.306
H -5.743 0.749 -10.305 0.289
C 1.245 0.299 3.605 0.439
O 1.656 0.275 2.256 0.898
C 1.537 -0.968 1.603 0.745
C 1.572 -0.707 0.077 -0.608
N 0.336 -0.116 -0.498 1.132
C 0.511 -0.006 -1.924 0.099
C -0.618 0.930 -2.509 -0.772
O -1.897 0.285 -2.477 -0.346
C -2.936 1.252 -2.765 -0.063
H 1.869 -0.385 4.179 0.017
H 0.204 0.046 3.807 -0.501
H 1.335 1.311 3.998 0.089
H 0.561 -1.357 1.894 -0.233
H 2.311 -1.691 1.862 -0.341
H 1.818 -1.659 -0.392 0.350
H 2.373 -0.012 -0.174 -0.722
H -0.429 -0.767 -0.396 -0.775
H 0.374 -0.945 -2.461 -0.013
H 1.533 0.314 -2.124 0.223
H -0.334 1.183 -3.530 0.341
H -0.595 1.953 -2.135 -0.208
H -3.954 0.870 -2.851 -0.089
H -2.752 1.626 -3.772 -0.122
H -2.939 2.137 -2.128 0.289
C -1.729 -5.777 8.282 -0.840
O -0.925 -5.721 7.143 -0.291
C -1.676 -5.475 5.951 -1.080
C -0.785 -5.624 4.704 -0.408
N 0.482 -4.953 4.833 0.417
C 1.066 -4.685 3.556 -0.586
C 2.413 -3.935 3.695 -0.251
O 3.346 -4.745 4.430 -0.520
C 4.258 -3.922 5.067 -0.705
H -2.416 -4.932 8.334 0.330
H -1.117 -5.689 9.180 0.245
H -2.292 -6.709 8.236 0.326
H -1.972 -4.427 6.010 0.369
H -2.579 -6.068 5.803 0.576
H -1.455 -5.183 3.966 0.123
H -0.613 -6.635 4.335 0.467
H 1.191 -5.538 5.252 0.242
H 0.323 -4.061 3.059 -0.358
H 1.203 -5.576 2.943 0.743
H 2.193 -3.018 4.243 -0.044
H 2.784 -3.696 2.698 0.629
H 4.709 -3.296 4.297 0.385
H 4.939 -4.633 5.534 0.364
H 3.880 -3.203 5.794 0.129
C -2.578 -1.179 3.335 0.599
O -3.449 -1.164 2.549 -0.891
N -1.579 -1.996 3.413 0.558
N -2.492 -0.369 4.336 0.019
H -0.818 -1.927 4.074 -0.555
H -1.481 -2.790 2.796 -0.509
H -1.700 -0.573 4.930 0.126
H -3.181 0.342 4.535 0.295
C 0.095 2.655 6.318 0.593
O 1.004 1.871 6.572 -0.632
N -1.152 2.302 6.042 -0.265
N 0.221 3.950 6.324 -0.466
H -1.260 1.325 6.276 0.139
H -1.852 2.957 5.726 0.168
H -0.564 4.522 6.047 0.142
H 1.177 4.273 6.301 0.267
C 0.217 -1.649 6.724 0.551
O -0.636 -1.111 6.036 -0.961
N 0.335 -2.918 6.798 -0.099
N 1.207 -1.111 7.273 -0.147
H -0.268 -3.515 6.251 -0.260
H 1.052 -3.224 7.441 0.137
H 1.202 -0.101 7.278 0.217
H 1.867 -1.702 7.757 0.129
C 1.908 -4.781 -0.784 0.686
O 1.371 -4.009 -1.551 -1.030
N 2.880 -5.601 -1.150 -0.418
N 1.497 -5.088 0.390 -0.074
H 3.160 -6.278 -0.455 0.136
H 3.218 -5.556 -2.100 0.251
H 1.964 -5.786 0.953 0.221
H 0.625 -4.605 0.552 -0.118
C -5.184 4.419 -1.817 0.778
O -4.662 5.266 -1.149 -0.649
N -5.839 4.662 -2.873 -0.432
N -5.131 3.145 -1.552 -0.317
H -6.088 5.622 -3.067 0.231
H -6.021 3.938 -3.553 0.143
H -5.673 2.523 -2.135 0.098
H -4.690 2.860 -0.689 0.184
C -1.521 -2.918 0.066 -0.024
O -0.912 -3.426 0.977 -0.677
N -1.146 -3.063 -1.176 0.478
N -2.596 -2.173 0.095 0.371
H -1.854 -2.823 -1.855 0.269
H -0.286 -3.555 -1.372 0.049
H -3.045 -2.027 0.987 0.403
H -3.013 -1.970 -0.802 -0.195
C 3.643 -1.644 -3.462 0.626
O 4.581 -1.841 -2.671 -0.712
N 2.422 -2.188 -3.464 -0.214
N 3.743 -0.803 -4.495 -0.273
H 2.428 -2.841 -2.694 0.041
H 1.759 -2.152 -4.226 0.198
H 4.640 -0.373 -4.665 0.242
H 3.004 -0.626 -5.160 0.120
```

***

2.
Molecular formula: C23H32NO4Pb
Method: DFT, the ωB97M-V functional and the def2-TZVPD basis

The lowest unoccupied orbital energy comes out at 1.97 eV. The value obtained for the orbital gap is 5.0837 eV. As for the net charge: -1. The calculation puts the max |F| at 2.4 eV/Å. The value obtained for the HOMO energy is -3.114 eV.

Geometry as XYZ:
```
61
Properties=species:S:1:pos:R:3:mulliken_charge:R:1
O 0.284 -0.045 -4.553 -0.310
C 0.161 1.165 -5.360 -0.565
C 0.033 0.453 -6.686 -0.826
H 1.068 1.764 -5.277 0.274
H -0.727 1.747 -5.101 0.321
C 0.145 -0.799 -5.789 1.517
H 0.886 0.600 -7.348 0.325
H -0.923 0.586 -7.188 0.305
C 1.389 -1.574 -6.158 -1.729
H 2.274 -0.938 -6.074 0.377
H 1.262 -1.935 -7.188 0.395
H 1.513 -2.442 -5.505 0.395
C -1.091 -1.670 -5.792 -1.686
H -1.959 -1.089 -5.457 0.361
H -0.943 -2.516 -5.111 0.392
H -1.238 -2.047 -6.815 0.395
Pb 0.191 -0.121 1.682 1.132
C -2.367 -0.995 3.942 -0.441
C -2.335 0.397 4.197 -0.524
C -2.785 1.072 3.028 -0.727
H -2.075 0.863 5.145 0.594
C -3.118 0.082 2.053 -0.580
C -2.851 -1.200 2.619 -0.748
H -3.039 -2.168 2.159 0.374
H -2.104 -1.760 4.660 0.519
H -2.903 2.154 2.938 0.395
H -3.572 0.277 1.083 0.499
C 0.956 -2.126 4.294 -0.293
C 0.123 -2.890 3.433 -0.456
C 0.802 -3.063 2.199 -0.823
H -0.842 -3.315 3.695 0.514
C 2.076 -2.396 2.301 -0.838
C 2.156 -1.815 3.601 -0.545
H 3.014 -1.287 4.018 0.419
H 0.730 -1.879 5.326 0.555
H 0.450 -3.660 1.359 0.470
H 2.867 -2.407 1.548 0.402
O 0.760 0.456 -0.844 -0.659
C -0.333 -0.293 -1.534 -0.081
C -1.312 0.758 -2.054 -0.326
H -0.770 -1.050 -0.853 0.408
H 0.127 -0.818 -2.389 -0.013
C -0.360 1.931 -2.330 0.025
H -2.033 1.062 -1.279 0.254
H -1.861 0.393 -2.930 0.260
C 0.642 1.869 -1.193 -0.540
H -0.841 2.899 -2.503 0.400
H 0.196 1.660 -3.234 -0.273
H 0.249 2.450 -0.340 0.179
H 1.648 2.251 -1.420 0.299
O 0.063 0.178 6.108 -0.639
C 0.691 0.928 5.366 -0.091
C 1.544 2.107 5.798 -0.483
C 2.077 2.687 4.505 -0.557
C 1.469 1.806 3.435 0.317
O 1.597 1.905 2.181 -0.795
N 0.711 0.827 3.980 0.459
H 0.926 2.831 6.341 0.214
H 2.354 1.772 6.454 0.235
H 1.770 3.730 4.387 0.291
H 3.171 2.642 4.472 0.278
```